Entry 1:
# C33H36N13NaO

C33H36N13NaO as an isolated structure (the ωB97M-V functional and the def2-TZVPD basis, OMol25).

XYZ file:
```
84
Properties=species:S:1:pos:R:3
Na 0.046 0.010 0.236
C -1.944 -1.570 4.129
C -1.735 -0.977 2.873
N -0.607 -1.060 2.209
C 0.426 -1.753 2.746
C 0.332 -2.352 4.037
C -0.907 -2.243 4.709
C 1.434 -3.028 4.591
C 2.600 -3.110 3.867
C 2.705 -2.567 2.589
C 1.639 -1.894 1.971
N 1.716 -1.297 0.766
C 2.522 -1.725 -0.229
C 2.780 -3.073 -0.522
C 3.539 -3.461 -1.627
C 4.106 -2.536 -2.471
C 3.919 -1.164 -2.208
C 4.514 -0.153 -2.999
C 4.338 1.161 -2.668
C 3.534 1.468 -1.555
N 2.937 0.567 -0.817
C 3.122 -0.741 -1.104
H -2.906 -1.482 4.618
H -2.534 -0.413 2.397
H -1.015 -2.705 5.684
H 1.347 -3.473 5.575
H 3.459 -3.614 4.296
H 3.639 -2.646 2.048
H 2.351 -3.828 0.124
H 3.688 -4.518 -1.817
H 4.713 -2.841 -3.314
H 5.117 -0.438 -3.853
H 4.803 1.953 -3.241
H 3.382 2.506 -1.267
N 0.177 -0.452 -2.465
C 0.208 0.434 -3.623
C -0.539 1.715 -3.270
N 0.054 2.431 -2.137
H 0.799 -1.242 -2.587
H -0.757 -0.813 -2.301
H -0.233 -0.001 -4.531
H 1.252 0.672 -3.842
H -1.564 1.441 -2.996
H -0.587 2.385 -4.129
H 0.908 2.890 -2.428
H 0.341 1.740 -1.448
N -2.474 2.888 -0.524
C -3.195 1.765 -0.407
N -4.513 1.942 -0.235
C -5.215 0.830 -0.074
N -6.547 0.952 0.104
N -4.708 -0.408 -0.060
C -3.395 -0.478 -0.250
N -2.578 0.556 -0.442
C -2.824 -1.856 -0.214
C -3.637 -2.924 0.160
C -3.081 -4.190 0.238
C -1.738 -4.350 -0.062
C -1.014 -3.230 -0.445
N -1.539 -2.015 -0.523
H -3.024 3.727 -0.588
H -1.545 2.876 -0.959
H -6.960 1.860 -0.001
H -7.117 0.128 0.094
H -4.675 -2.742 0.388
H -3.685 -5.037 0.532
H -1.262 -5.319 -0.003
H 0.041 -3.309 -0.694
N 0.306 2.227 1.195
C 0.126 3.072 1.961
N -0.061 4.056 2.826
C -0.073 3.758 4.259
C 0.289 5.031 5.006
O -0.595 6.085 4.665
C -0.527 6.385 3.283
C -0.916 5.178 2.441
H 0.647 2.968 4.469
H -1.070 3.424 4.570
H 1.321 5.316 4.765
H 0.200 4.882 6.080
H 0.488 6.706 3.018
H -1.220 7.206 3.107
H -0.776 5.390 1.382
H -1.970 4.934 2.619
```

The value obtained for the maximum force is 0.7 eV/Å. The molar mass comes out at 653.73 g mol⁻¹. As for the total charge: 0. The calculation puts the total energy at -60644.20362 eV. As for the multiplicity: 1. The calculation puts the energy above the lowest of the compared OMol25 structures with the same formula, charge and spin at 18.0 kcal/mol.

Taken from the Löwdin analysis, the atomic charges in e are: number 1, Na, carries 0.1673; number 2, C, carries -0.0629; number 3, C, carries -0.1440; number 4, N, carries 0.0923; number 5, C, carries -0.1407; number 6, C, carries -0.1699; number 7, C, carries -0.0241; number 8, C, carries -0.0831; number 9, C, carries -0.0993; number 10, C, carries -0.0357; number 11, C, carries -0.2336; number 12, N, carries 0.0346; number 13, C, carries -0.2598; number 14, C, carries -0.0594; number 15, C, carries -0.0998; number 16, C, carries -0.0786; number 17, C, carries -0.1764; number 18, C, carries -0.0302; number 19, C, carries -0.0741; number 20, C, carries -0.1685; number 21, N, carries 0.1283; number 22, C, carries -0.1734; number 23, H, carries 0.0979; number 24, H, carries 0.0980; number 25, H, carries 0.1122; number 26, H, carries 0.0977; number 27, H, carries 0.0995; number 28, H, carries 0.1069; number 29, H, carries 0.1056; number 30, H, carries 0.0994; number 31, H, carries 0.0991; number 32, H, carries 0.1116; number 33, H, carries 0.0960; number 34, H, carries 0.0996; number 35, N, carries 0.0290; number 36, C, carries -0.2593; number 37, C, carries -0.2650; number 38, N, carries 0.0007; number 39, H, carries 0.0768; number 40, H, carries 0.0479; number 41, H, carries 0.1062; number 42, H, carries 0.1066; number 43, H, carries 0.0925; number 44, H, carries 0.1097; number 45, H, carries 0.0691; number 46, H, carries 0.0175; number 47, N, carries 0.1719; number 48, C, carries -0.4331; number 49, N, carries 0.1648; number 50, C, carries -0.4602; number 51, N, carries 0.1571; number 52, N, carries 0.1644; number 53, C, carries -0.2889; number 54, N, carries 0.1918; number 55, C, carries -0.2191; number 56, C, carries -0.0095; number 57, C, carries -0.0519; number 58, C, carries -0.0388; number 59, C, carries -0.1053; number 60, N, carries 0.1080; number 61, H, carries 0.1008; number 62, H, carries 0.0521; number 63, H, carries 0.0994; number 64, H, carries 0.0999; number 65, H, carries 0.1021; number 66, H, carries 0.1078; number 67, H, carries 0.1071; number 68, H, carries 0.1000; number 69, N, carries 0.2230; number 70, C, carries -0.2318; number 71, N, carries -0.0966; number 72, C, carries -0.1112; number 73, C, carries -0.1864; number 74, O, carries -0.1269; number 75, C, carries -0.1896; number 76, C, carries -0.1197; number 77, H, carries 0.1375; number 78, H, carries 0.1349; number 79, H, carries 0.1302; number 80, H, carries 0.1293; number 81, H, carries 0.1297; number 82, H, carries 0.1284; number 83, H, carries 0.1313; number 84, H, carries 0.1330

***

Entry 2:
# C33H36N2O13P3PbS2

C33H36N2O13P3PbS2 as an isolated structure in a non-equilibrium geometry (the ωB97M-V functional and the def2-TZVPD basis, OMol25).

XYZ file:
```
90
Properties=species:S:1:pos:R:3
Pb -0.650 -1.310 -1.069
O 2.071 -0.126 -0.701
C 2.618 0.281 0.342
C 3.582 1.440 0.340
C 4.955 1.281 0.547
C 5.810 2.415 0.707
C 5.294 3.715 0.449
C 3.977 3.855 0.148
C 3.068 2.694 0.072
P 1.340 3.055 -0.476
C 1.685 4.192 -1.867
C 2.425 3.594 -2.955
C 2.815 4.431 -3.975
C 2.350 5.751 -4.082
C 1.624 6.307 -3.027
C 1.257 5.515 -1.918
C 0.600 3.955 0.853
C 1.292 4.839 1.749
C 0.753 5.088 2.991
C -0.511 4.637 3.336
C -1.232 3.873 2.417
C -0.607 3.501 1.217
H 5.388 0.319 0.591
H 6.897 2.269 0.840
H 5.969 4.603 0.475
H 3.562 4.857 -0.125
H 2.619 2.552 -2.914
H 3.402 4.098 -4.835
H 2.671 6.307 -4.970
H 1.349 7.378 -3.035
H 0.620 5.990 -1.183
H 2.257 5.343 1.517
H 1.277 5.789 3.593
H -0.908 4.934 4.271
H -2.306 3.603 2.555
H -1.090 2.706 0.600
C -5.300 -3.755 2.762
C -3.872 -3.238 2.844
N -3.113 -3.444 1.569
C -2.454 -4.769 1.407
C -1.061 -4.844 2.072
C -3.301 -2.576 0.516
S -2.939 -2.837 -1.172
N -3.797 -1.386 0.865
C -3.374 -0.183 0.513
O -2.245 0.083 -0.028
C -4.333 0.955 0.621
C -5.645 0.737 1.051
C -6.493 1.785 1.162
C -6.076 3.075 0.908
C -4.766 3.317 0.571
C -3.894 2.242 0.318
H -5.835 -3.416 3.697
H -5.413 -4.830 2.775
H -5.839 -3.297 1.914
H -3.246 -3.778 3.569
H -3.811 -2.148 3.106
H -2.373 -5.005 0.362
H -3.146 -5.482 1.858
H -0.559 -3.809 2.047
H -0.367 -5.585 1.636
H -1.241 -4.993 3.184
H -5.882 -0.285 1.402
H -7.508 1.561 1.546
H -6.737 3.952 0.909
H -4.424 4.356 0.369
H -2.891 2.411 -0.056
C 2.399 -6.136 -2.818
C 2.118 -4.896 -2.083
O 2.883 -4.956 -0.907
P 2.669 -3.388 -3.178
O 3.965 -3.909 -3.961
O 3.336 -2.446 -2.117
O 1.563 -2.836 -3.981
P 0.235 -4.724 -1.801
O -0.318 -4.528 -3.290
O -0.235 -6.004 -1.215
O 0.222 -3.376 -1.118
H 3.487 -6.322 -2.851
H 1.906 -6.177 -3.766
H 1.897 -6.972 -2.237
H 2.744 -4.195 -0.315
H 4.782 -3.454 -3.784
H 2.813 -1.656 -1.888
H 0.074 -3.704 -3.610
O 2.461 -0.296 1.506
S 1.777 -1.971 1.615
O 2.827 -2.792 1.026
O 0.502 -1.810 0.944
O 1.603 -1.996 3.055
```

The value obtained for the maximum force is 3.5 eV/Å. The molar mass comes out at 1032.91 g mol⁻¹. As for the total charge: -1. The calculation puts the total energy at -119196.65162 eV. As for the multiplicity: 1. The calculation puts the energy above the lowest of the compared OMol25 structures with the same formula, charge and spin at 0.0 kcal/mol.

Taken from the Löwdin analysis, the atomic charges in e are: number 1, Pb, carries 1.3587; number 2, O, carries -0.0637; number 3, C, carries -0.4930; number 4, C, carries -0.1428; number 5, C, carries 0.0011; number 6, C, carries -0.0487; number 7, C, carries -0.1042; number 8, C, carries -0.0957; number 9, C, carries -0.2538; number 10, P, carries 1.1154; number 11, C, carries -0.3657; number 12, C, carries -0.0757; number 13, C, carries -0.1017; number 14, C, carries -0.1030; number 15, C, carries -0.0950; number 16, C, carries -0.0991; number 17, C, carries -0.4072; number 18, C, carries -0.0653; number 19, C, carries -0.1004; number 20, C, carries -0.0770; number 21, C, carries -0.0516; number 22, C, carries -0.1370; number 23, H, carries 0.1054; number 24, H, carries 0.1035; number 25, H, carries 0.1129; number 26, H, carries 0.1052; number 27, H, carries 0.0943; number 28, H, carries 0.1029; number 29, H, carries 0.0990; number 30, H, carries 0.1033; number 31, H, carries 0.0983; number 32, H, carries 0.1035; number 33, H, carries 0.0916; number 34, H, carries 0.0884; number 35, H, carries 0.1124; number 36, H, carries 0.0815; number 37, C, carries -0.0877; number 38, C, carries -0.2040; number 39, N, carries -0.0976; number 40, C, carries -0.2102; number 41, C, carries -0.0616; number 42, C, carries -0.7197; number 43, S, carries 0.6018; number 44, N, carries 0.0732; number 45, C, carries -0.4494; number 46, O, carries -0.2558; number 47, C, carries -0.1272; number 48, C, carries -0.0403; number 49, C, carries -0.1111; number 50, C, carries -0.1128; number 51, C, carries -0.0917; number 52, C, carries -0.0207; number 53, H, carries 0.0844; number 54, H, carries 0.0581; number 55, H, carries 0.0757; number 56, H, carries 0.1108; number 57, H, carries 0.1223; number 58, H, carries 0.0652; number 59, H, carries 0.1074; number 60, H, carries 0.0764; number 61, H, carries 0.0768; number 62, H, carries 0.0736; number 63, H, carries 0.1189; number 64, H, carries 0.1124; number 65, H, carries 0.1053; number 66, H, carries 0.1130; number 67, H, carries 0.0879; number 68, C, carries -0.1207; number 69, C, carries -0.5853; number 70, O, carries -0.0476; number 71, P, carries 0.5120; number 72, O, carries -0.1098; number 73, O, carries -0.1146; number 74, O, carries -0.2858; number 75, P, carries 0.3195; number 76, O, carries -0.1575; number 77, O, carries -0.2966; number 78, O, carries -0.5491; number 79, H, carries 0.0870; number 80, H, carries 0.0748; number 81, H, carries 0.1020; number 82, H, carries 0.0425; number 83, H, carries 0.0726; number 84, H, carries 0.0597; number 85, H, carries 0.0063; number 86, O, carries -0.0536; number 87, S, carries 0.5582; number 88, O, carries -0.2597; number 89, O, carries -0.4481; number 90, O, carries -0.2762